{"formula": "H24O12", "method": "wB97M-V/def2-TZVPD", "s_squared": 0.756, "charge": 1, "gap_ev": [10.04, 2.30], "multiplicity": 2, "elements": ["O", "H", "H", "O", "H", "H", "O", "H", "H", "O", "H", "H", "O", "H", "H", "O", "H", "H", "O", "H", "H", "O", "H", "H", "O", "H", "H", "O", "H", "H", "O", "H", "H", "O", "H", "H"], "xyz": [[1.761, -0.629, 2.333], [1.972, -0.263, 3.188], [1.318, 0.067, 1.853], [-2.248, 1.187, -4.120], [-2.326, 0.312, -4.482], [-1.631, 1.784, -4.523], [0.740, -1.575, -3.979], [0.562, -2.428, -4.394], [1.561, -1.755, -3.450], [-2.709, -0.184, 3.541], [-2.015, -0.782, 3.800], [-2.425, 0.711, 3.753], [3.068, 0.275, -0.656], [2.564, 1.076, -0.528], [2.800, -0.330, 0.042], [-1.549, -3.035, -0.991], [-0.553, -2.962, -0.813], [-1.353, -3.423, -1.844], [2.526, -2.919, 3.212], [3.390, -2.528, 3.054], [1.833, -2.488, 2.650], [-1.165, 0.206, 0.051], [-1.996, 0.400, 0.461], [-0.731, -0.618, -0.097], [-0.220, 1.486, 2.263], [0.178, 2.264, 1.842], [-0.360, 1.050, 1.407], [2.268, 2.122, 1.114], [3.079, 2.461, 1.496], [2.079, 2.880, 0.513], [-3.940, -1.004, -1.312], [-3.006, -0.831, -1.626], [-4.275, -1.125, -2.205], [0.430, 3.411, -0.383], [0.803, 4.170, -0.807], [-0.431, 3.015, -0.365]], "forces_ev_per_angstrom": [[0.0, -0.6, -0.4], [0.1, 0.3, 0.5], [-0.2, 0.7, -0.1], [-1.1, 0.4, 1.6], [0.6, 0.0, -0.8], [0.5, -0.4, -0.8], [1.1, -0.5, 1.0], [0.0, 0.1, -0.1], [-1.1, 0.4, -0.8], [-0.5, 0.4, -0.6], [0.5, -0.3, 0.3], [0.1, 0.0, 0.2], [0.5, -0.6, -0.5], [-0.4, 0.3, 0.2], [0.0, 0.0, 0.2], [3.2, 0.3, 0.3], [-1.9, 0.1, 0.6], [-1.1, -0.4, -0.9], [-1.0, -0.3, 0.1], [0.0, 0.2, -0.4], [1.2, -0.2, 0.4], [1.9, 2.9, -0.4], [-1.0, -1.6, 0.2], [-1.1, -1.3, 0.2], [0.6, 0.4, -0.2], [0.4, 1.0, 0.8], [-1.0, -1.4, -0.7], [0.1, 1.1, -0.6], [0.6, -0.4, 0.7], [-0.9, -0.7, 0.2], [2.0, 0.4, -1.2], [-1.0, -0.2, 1.2], [-1.0, -0.1, 0.0], [2.1, -1.5, 1.8], [-1.5, 0.7, -0.9], [-0.8, 1.0, -1.2]]}

---

{"formula": "C4H14NO2", "method": "wB97M-V/def2-TZVPD", "charge": 1, "gap_ev": 12.02, "elements": ["O", "C", "C", "N", "C", "C", "H", "H", "H", "H", "H", "H", "H", "H", "H", "H", "H", "H", "H", "H", "O"], "xyz": [[1.725, 0.877, -0.243], [1.254, -0.141, -1.086], [0.212, -1.087, -0.366], [-0.531, -0.246, 0.633], [-1.011, -1.027, 1.824], [-0.746, -1.579, -1.414], [2.687, 0.897, -0.272], [1.955, -0.764, -1.639], [0.630, 0.382, -1.833], [0.887, -1.784, 0.113], [-0.112, 0.669, 0.854], [-1.370, 0.145, 0.197], [-1.777, -0.510, 2.390], [-0.122, -1.162, 2.434], [-1.312, -2.016, 1.494], [-1.532, -0.870, -1.693], [-0.207, -1.687, -2.363], [-1.253, -2.524, -1.214], [0.009, 2.768, 0.136], [-1.061, 3.400, 0.977], [-0.843, 2.561, 0.512]], "forces_ev_per_angstrom": [[0.8, -0.4, 0.3], [-2.7, 0.5, -0.9], [1.4, 2.1, -0.7], [-1.4, 0.1, 0.2], [1.3, 0.0, 0.1], [-0.2, -0.9, -0.9], [0.0, 0.1, 0.2], [0.4, 0.2, 0.4], [0.4, -0.2, -0.2], [-0.8, -0.7, 0.7], [0.8, -0.5, 0.5], [-0.1, -0.4, -0.5], [-0.1, 0.1, -0.2], [-0.1, 0.0, 0.3], [-0.3, 0.1, -0.1], [0.1, 0.3, 0.4], [0.1, -0.3, 0.2], [0.2, 0.0, 0.2], [0.6, 0.0, -0.4], [-0.1, -0.9, -0.3], [-0.4, 0.7, 0.7]]}

---

{"formula": "C42H36NSb2V", "method": "wB97M-V/def2-TZVPD", "charge": 4, "gap_ev": [5.42, 5.42], "elements": ["V", "C", "C", "C", "Sb", "C", "C", "C", "C", "C", "C", "C", "C", "C", "C", "C", "C", "Sb", "C", "C", "C", "C", "C", "C", "C", "C", "C", "C", "C", "C", "H", "H", "H", "H", "H", "H", "H", "H", "H", "H", "H", "H", "H", "H", "H", "H", "H", "H", "H", "H", "H", "H", "H", "H", "H", "H", "C", "C", "C", "C", "C", "C", "C", "C", "C", "C", "C", "C", "C", "C", "C", "N", "H", "H", "H", "H", "H", "H", "H", "H", "H", "H"], "xyz": [[-1.398, -1.768, 0.108], [0.560, 2.350, -2.767], [1.757, 1.337, -2.860], [1.363, 0.077, -2.077], [0.487, 0.173, -0.081], [-1.817, -1.005, 1.780], [-2.102, -2.259, 2.302], [-2.930, -2.461, 3.402], [-3.442, -1.288, 3.992], [-3.294, -0.026, 3.388], [-2.423, 0.159, 2.305], [1.942, -0.331, 1.384], [3.303, -0.059, 1.064], [4.302, -0.351, 1.962], [3.960, -0.793, 3.240], [2.611, -0.877, 3.609], [1.602, -0.718, 2.651], [0.190, 2.912, -0.772], [-1.783, 3.465, -0.307], [-2.306, 3.807, 0.989], [-3.628, 4.023, 1.193], [-4.529, 3.999, 0.130], [-4.125, 3.672, -1.156], [-2.757, 3.369, -1.356], [1.808, 4.054, -0.185], [1.756, 5.386, -0.525], [2.807, 6.183, -0.049], [3.818, 5.620, 0.727], [3.860, 4.279, 1.125], [2.773, 3.522, 0.655], [-0.222, 1.797, -3.164], [0.701, 3.281, -3.349], [2.691, 1.807, -2.541], [1.893, 1.037, -3.892], [2.280, -0.450, -1.930], [0.630, -0.501, -2.618], [-1.576, -3.139, 1.950], [-3.167, -3.388, 3.932], [-3.990, -1.427, 4.958], [-3.713, 0.808, 3.947], [-2.076, 1.178, 1.983], [3.634, 0.297, 0.097], [5.309, -0.145, 1.693], [4.764, -0.969, 3.953], [2.387, -0.997, 4.680], [0.550, -0.693, 2.902], [-1.586, 4.029, 1.759], [-3.907, 4.291, 2.211], [-5.585, 4.311, 0.321], [-4.837, 3.618, -1.995], [-2.419, 3.144, -2.367], [0.944, 5.850, -1.091], [2.906, 7.260, -0.309], [4.592, 6.209, 1.143], [4.545, 3.939, 1.917], [2.712, 2.472, 0.990], [-4.408, -1.329, -2.627], [-4.089, -2.454, -3.398], [-2.933, -3.142, -3.099], [-2.085, -2.682, -2.037], [-2.472, -1.517, -1.347], [-3.591, -0.781, -1.655], [-0.730, -3.267, -1.847], [-0.154, -3.967, -2.871], [1.020, -4.643, -2.623], [1.648, -4.546, -1.385], [2.829, -5.310, -1.040], [3.365, -5.355, 0.212], [2.829, -4.448, 1.153], [1.739, -3.625, 0.874], [1.146, -3.703, -0.412], [-0.119, -3.079, -0.633], [-5.421, -0.906, -2.789], [-4.764, -2.836, -4.169], [-2.604, -4.031, -3.587], [-3.871, 0.207, -1.109], [-0.661, -3.974, -3.858], [1.500, -5.318, -3.323], [3.337, -5.940, -1.809], [4.153, -6.088, 0.551], [3.161, -4.325, 2.119], [1.351, -3.010, 1.658]], "forces_ev_per_angstrom": [[1.2, -1.3, 0.3], [2.0, 0.6, -0.4], [-1.2, 1.2, 1.2], [0.6, 0.1, 0.3], [0.4, 0.5, -0.2], [-0.6, 1.3, 0.1], [0.1, -1.1, -0.1], [-0.5, 1.5, 0.9], [-0.6, -1.0, 0.1], [1.0, 0.1, 0.6], [0.5, 0.6, 0.3], [1.6, 0.9, -1.3], [-0.8, -0.7, -0.5], [-0.9, -0.1, 0.6], [-0.2, 0.3, 0.0], [0.4, -0.2, 0.5], [-0.1, 0.7, 0.8], [-0.7, -0.2, 0.5], [-2.7, 0.2, -0.3], [2.7, -0.3, -1.5], [-0.6, 0.4, 0.3], [-1.5, 0.4, 0.1], [0.9, -0.4, 0.1], [0.7, 0.2, 0.2], [-0.3, -0.3, 0.6], [0.5, 1.5, 0.1], [0.3, 0.4, -0.6], [0.1, -0.7, 0.5], [-1.9, 0.5, -0.4], [1.2, -1.4, 0.9], [-2.1, -0.6, -0.7], [0.0, -0.4, 0.2], [0.0, -0.3, 0.2], [-0.1, 0.1, -0.3], [0.4, -1.1, 0.0], [0.0, -0.3, -0.4], [0.3, -0.6, -0.4], [0.6, 0.0, -0.7], [0.4, 0.5, -1.1], [0.0, 0.1, -0.5], [-0.8, -1.1, 0.2], [-0.3, 0.1, -0.2], [0.8, -0.1, -0.1], [-0.3, 0.0, 0.1], [-0.1, -0.3, -0.7], [0.0, -0.4, 0.5], [0.0, -0.2, 0.5], [-0.3, 0.1, -0.3], [1.0, -0.5, -0.2], [0.5, 0.2, 0.5], [-0.1, 0.0, 0.1], [0.3, -0.2, 0.1], [-0.4, -0.9, 0.2], [0.6, 1.0, 0.0], [-0.2, 0.0, -0.8], [-0.1, 0.6, -0.2], [-1.9, 1.0, -0.3], [0.2, -0.5, 0.5], [1.3, 0.5, 1.5], [-0.5, -0.2, -1.4], [0.4, 0.7, 0.3], [-1.6, 1.7, 0.4], [-0.4, 0.2, 0.7], [-0.3, -0.3, -1.4], [0.6, -0.5, -0.1], [1.9, -0.7, 0.3], [0.4, -1.1, -1.5], [0.2, 0.0, 1.0], [-1.7, 0.6, -1.6], [0.5, -0.9, -1.4], [-1.9, 1.1, 2.1], [0.5, 0.1, 0.1], [0.9, 0.0, 0.0], [0.2, 0.3, 0.3], [-0.3, -0.4, -0.5], [0.5, -2.0, -1.0], [0.7, -0.2, 0.9], [-0.3, 0.2, -0.4], [-0.9, 0.5, 0.5], [-0.8, 1.1, -0.8], [1.2, -0.3, 2.0], [-0.3, 0.3, 0.1]]}

---

{"formula": "C27H45N3O9", "method": "wB97M-V/def2-TZVPD", "smiles": "c1cc[nH]c1.c1cc[nH]c1.c1cc[nH]c1.O=C1CCCO1.O=C1CCCO1.O=C1CCCO1.CO.CO.CO", "gap_ev": 8.03, "elements": ["O", "C", "O", "C", "C", "C", "H", "H", "H", "H", "H", "H", "O", "C", "O", "C", "C", "C", "H", "H", "H", "H", "H", "H", "O", "C", "O", "C", "C", "C", "H", "H", "H", "H", "H", "H", "C", "O", "H", "H", "H", "H", "C", "O", "H", "H", "H", "H", "C", "O", "H", "H", "H", "H", "N", "C", "C", "C", "C", "H", "H", "H", "H", "H", "N", "C", "C", "C", "C", "H", "H", "H", "H", "H", "N", "C", "C", "C", "C", "H", "H", "H", "H", "H"], "xyz": [[2.567, 0.698, -27.004], [3.721, 0.687, -27.313], [4.119, 0.563, -28.518], [5.498, 0.162, -28.532], [6.010, 0.879, -27.273], [4.926, 0.764, -26.289], [6.065, 0.661, -29.318], [5.738, -0.900, -28.492], [6.152, 1.939, -27.485], [6.875, 0.348, -26.877], [4.778, 1.535, -25.533], [5.043, -0.203, -25.800], [6.951, -1.165, -24.998], [8.074, -0.982, -24.525], [8.942, -1.913, -24.131], [10.168, -1.370, -23.657], [10.192, 0.028, -24.129], [8.751, 0.399, -24.382], [10.908, -2.049, -24.080], [10.228, -1.294, -22.572], [10.813, 0.137, -25.018], [10.493, 0.655, -23.290], [8.620, 1.212, -25.097], [8.327, 0.793, -23.458], [-0.202, -1.531, -19.155], [0.458, -2.305, -19.922], [0.252, -3.631, -19.987], [0.975, -4.243, -21.020], [1.169, -3.089, -21.960], [1.377, -1.948, -21.032], [0.414, -4.907, -21.677], [1.894, -4.664, -20.613], [0.387, -3.066, -22.718], [2.078, -3.348, -22.503], [1.116, -0.940, -21.355], [2.363, -1.995, -20.569], [3.989, -5.863, -21.938], [4.414, -6.609, -20.740], [2.960, -6.114, -22.196], [4.063, -4.811, -21.662], [4.573, -6.207, -22.792], [3.972, -7.444, -20.912], [4.103, -2.946, -24.417], [3.494, -2.908, -25.713], [4.166, -1.994, -23.890], [3.695, -3.814, -23.899], [5.123, -3.215, -24.690], [3.265, -3.727, -26.158], [7.575, -4.411, -23.046], [6.951, -5.638, -22.940], [7.018, -3.758, -23.717], [7.797, -3.952, -22.083], [8.546, -4.676, -23.465], [6.661, -5.820, -23.836], [-0.125, -3.269, -25.676], [-0.216, -1.932, -25.885], [-1.543, -1.585, -26.014], [-2.268, -2.693, -25.723], [-1.395, -3.638, -25.479], [0.716, -3.827, -25.668], [0.665, -1.323, -26.026], [-1.876, -0.582, -26.238], [-3.294, -3.022, -25.654], [-1.734, -4.652, -25.331], [4.665, -0.344, -19.731], [4.920, -1.421, -20.588], [5.720, -1.060, -21.628], [5.728, 0.312, -21.528], [5.011, 0.731, -20.464], [3.999, -0.271, -18.975], [4.494, -2.407, -20.472], [6.171, -1.678, -22.390], [6.222, 1.012, -22.186], [4.713, 1.718, -20.142], [6.487, -4.602, -26.507], [7.841, -4.808, -26.799], [8.227, -6.134, -26.499], [7.069, -6.695, -26.019], [6.007, -5.766, -26.001], [6.145, -3.680, -26.736], [8.512, -4.014, -27.092], [9.151, -6.646, -26.720], [6.896, -7.703, -25.671], [4.965, -5.758, -25.718]], "forces_ev_per_angstrom": [[-0.8, 0.3, 0.0], [-0.9, 0.1, 4.9], [1.5, -1.4, -3.7], [1.3, 2.1, 0.9], [1.6, -0.1, 0.2], [-2.0, -0.9, -0.9], [-0.7, -0.5, -0.7], [-0.8, -0.1, -0.2], [0.6, -0.1, -0.2], [0.5, 0.6, -0.3], [0.1, 0.0, -0.3], [-0.5, 0.0, 0.2], [2.3, -0.6, 1.3], [-1.4, 1.7, -2.0], [-1.6, -0.8, 0.2], [0.2, -0.7, 0.2], [0.6, 1.7, -0.2], [-0.4, -0.6, 0.8], [0.3, 0.3, 0.4], [-0.3, -1.0, 0.1], [0.0, 0.3, 0.1], [0.8, 0.2, -0.5], [-0.4, -0.7, -0.5], [-0.1, 0.1, 0.2], [3.0, -3.3, -2.7], [-3.7, 2.7, 2.3], [-1.4, -0.5, 2.0], [-0.1, 0.6, -1.1], [2.2, -0.7, -1.5], [-0.3, 1.2, 0.5], [-0.4, -0.9, 1.2], [-0.1, -0.2, -0.1], [-0.3, 0.6, 0.4], [0.1, 0.4, -0.4], [0.4, -0.1, -0.2], [0.3, 0.3, -0.4], [0.3, -1.0, 1.1], [-0.9, 0.6, -1.5], [-0.3, 0.2, 0.3], [0.3, 0.0, -0.5], [0.4, 0.7, 0.1], [0.3, -0.4, 0.6], [1.1, -2.1, -1.7], [-1.0, 1.9, -0.6], [-0.8, -0.1, -0.3], [-0.1, 0.5, 0.8], [0.5, 0.1, 0.9], [0.4, -0.3, 0.8], [1.4, 0.1, -0.5], [-1.3, -1.0, 0.8], [0.2, 0.4, 0.1], [-0.5, 0.0, 0.1], [0.4, 0.9, -0.4], [0.0, -0.5, -0.2], [0.5, 0.7, 0.7], [1.0, 1.5, -1.3], [1.5, 3.1, -0.2], [-2.9, -0.7, 0.4], [0.0, -5.4, 0.4], [-0.4, 0.3, 0.2], [0.0, 0.0, -0.1], [0.0, -0.1, 0.0], [-0.3, 1.0, -0.2], [0.6, -0.3, 0.2], [-1.2, -1.4, -1.7], [0.0, -2.1, 1.5], [-0.8, -0.7, 0.4], [1.1, 3.0, -1.5], [0.5, 1.7, 0.9], [0.0, -0.5, -0.2], [0.3, 0.0, 0.8], [-0.2, -0.1, 0.1], [-0.1, 0.0, -0.2], [0.4, 0.0, 0.0], [3.8, 0.1, -0.8], [0.5, -0.8, 0.3], [-0.7, 2.4, -0.9], [-3.0, -0.9, 1.1], [0.3, -0.1, -0.3], [-0.9, -0.4, 0.5], [-0.4, 0.2, -0.2], [0.0, 0.3, 0.2], [0.2, -0.1, -0.1], [0.1, -0.7, 0.1]]}

---

{"formula": "C5H7BrO", "method": "wB97M-V/def2-TZVPD", "s_squared": 2.006, "gap_ev": [7.16, 7.31], "multiplicity": 3, "elements": ["C", "C", "C", "C", "C", "O", "Br", "H", "H", "H", "H", "H", "H", "H"], "xyz": [[-1.532, 0.270, 0.227], [-0.573, -0.817, -0.403], [0.643, -1.272, 0.398], [-0.664, 2.780, -0.047], [-1.063, 1.643, 0.189], [1.688, -1.683, -0.049], [3.890, -0.044, 0.072], [-2.463, 0.219, -0.437], [-2.060, 0.016, 1.176], [-1.195, -1.706, -0.489], [-0.365, -0.676, -1.440], [0.568, -1.324, 1.554], [-0.413, 3.749, -0.039], [3.540, -1.156, -0.710]], "forces_ev_per_angstrom": [[-1.5, -0.8, -1.3], [-1.1, -0.8, 1.5], [-5.0, 2.7, 3.9], [-1.8, -5.4, 1.1], [1.1, 2.5, -0.8], [3.7, -2.6, -2.4], [0.9, 0.8, 0.2], [1.2, 0.2, 0.4], [1.2, -0.1, -0.2], [-0.5, -0.3, 0.2], [0.7, 1.0, -0.5], [0.0, 0.1, -1.6], [0.9, 2.9, -0.2], [0.1, -0.1, -0.2]]}

---

> Number 5 is which compound?

C5H7BrO

---

> Which formula does entry 5 have?

C5H7BrO